No. 1
65
Properties=species:S:1:pos:R:3:forces:R:3 method="wB97M-V/def2-TZVPD" de_lowest_kcal_mol=94.0 charge=+1 homo_lumo_gap_ha=0.232 max_force_ev_per_a=12.14
N -2.2000 -1.7986 2.7102 -2.187 6.986 -9.684
C -2.4151 -1.0488 1.6497 2.874 -4.637 5.665
O -2.3165 -0.2966 0.3872 0.574 -1.338 3.945
S -1.7442 1.2990 0.6360 -0.606 1.044 0.653
C -0.9399 1.4977 2.3122 1.857 0.391 1.971
C 0.5641 0.8757 2.4582 0.673 0.047 -0.295
C 1.0515 -0.1102 1.2488 1.359 -0.573 1.277
C 2.1711 -1.1497 1.9311 -0.731 0.159 0.243
N 2.4397 -2.3642 1.0321 0.423 2.257 -0.751
H -0.7014 1.5639 -0.3098 -0.713 -1.262 1.112
H -0.8421 2.6727 2.4998 -0.708 -2.323 -0.986
H -1.5769 1.0952 3.2233 0.590 0.660 -2.485
H 1.3377 1.7805 2.4881 -1.755 -1.991 0.061
H 0.6195 0.2953 3.4802 -0.206 1.216 -2.078
H 1.6545 0.5186 0.4658 -1.432 -1.268 1.146
H 0.2268 -0.8035 0.7948 1.302 1.476 0.751
H 1.7534 -1.5931 2.9579 0.803 1.265 -2.138
H 3.1236 -0.5003 2.1380 -1.703 -1.428 -0.311
H 3.4523 -2.2950 0.7437 -1.561 -0.297 0.211
H 1.8693 -2.2361 0.1443 1.137 -0.292 1.393
O -2.5536 1.9728 -2.5818 0.126 -0.054 -0.305
S -3.4999 1.7714 -3.6596 -1.181 0.303 -1.187
O -3.0924 1.2800 -4.9581 0.125 0.510 1.536
O -4.3668 3.1374 -3.8649 0.264 -1.709 0.676
C -3.6742 4.3595 -4.0726 0.598 1.163 -0.497
C -3.1617 4.4713 -5.4959 0.226 -0.223 -0.216
C -4.8261 0.7530 -3.0647 -0.051 0.157 0.126
H -2.8616 4.4749 -3.3479 -0.093 -0.161 0.007
H -4.3898 5.1676 -3.8864 -0.077 -0.401 0.130
H -2.3745 3.7362 -5.6885 -0.086 0.117 0.012
H -2.7477 5.4663 -5.6813 -0.108 -0.078 0.079
H -3.9653 4.2796 -6.2141 0.082 0.114 0.156
H -5.1754 1.1488 -2.1085 0.045 0.003 -0.190
H -4.4404 -0.2596 -2.9331 0.089 0.145 -0.112
H -5.6294 0.7526 -3.8028 0.161 0.046 0.058
O 3.5502 2.2394 -0.3926 0.126 0.329 -0.695
S 3.5538 3.0711 -1.5784 0.568 0.872 -0.414
O 4.3765 2.7655 -2.7288 -0.761 -0.034 1.360
O 3.8223 4.6184 -1.1387 -1.205 -1.298 -0.577
C 4.9689 4.9153 -0.3554 1.281 0.349 0.563
C 6.2277 4.9377 -1.2015 0.157 -0.256 -0.243
C 1.8789 3.2824 -2.1260 -0.071 0.122 0.073
H 5.0638 4.2122 0.4786 -0.138 -0.035 -0.139
H 4.8117 5.9093 0.0768 -0.324 -0.213 -0.174
H 6.4682 3.9374 -1.5741 -0.004 0.138 0.073
H 7.0805 5.2948 -0.6175 -0.157 0.004 -0.017
H 6.0971 5.5848 -2.0748 0.007 -0.018 0.201
H 1.2598 3.5653 -1.2719 0.163 0.067 -0.094
H 1.5369 2.3315 -2.5386 0.206 0.039 -0.008
H 1.8542 4.0535 -2.8973 0.033 -0.105 0.112
O 0.3424 -7.5701 4.7295 -0.531 0.007 -1.171
S -0.6039 -7.7716 3.6517 -0.142 -0.013 0.033
O -0.1965 -8.2630 2.3531 -0.027 0.532 1.142
O -1.4709 -6.4056 3.4464 0.020 -1.140 0.379
C -0.7783 -5.1835 3.2387 0.516 0.838 -0.340
C -0.2657 -5.0717 1.8154 0.186 -0.201 -0.229
C -1.9301 -8.7900 4.2466 -0.159 0.181 0.033
H 0.0344 -5.0681 3.9634 -0.074 -0.178 -0.016
H -1.4938 -4.3754 3.4249 -0.096 -0.372 0.137
H 0.5215 -5.8068 1.6227 -0.090 0.154 0.019
H 0.1483 -4.0767 1.6300 0.012 -0.048 0.085
H -1.0694 -5.2634 1.0972 0.032 0.060 0.136
H -2.2794 -8.3942 5.2028 0.106 -0.022 -0.181
H -1.5444 -9.8026 4.3782 0.112 0.188 -0.077
H -2.7334 -8.7904 3.5085 0.145 0.027 0.057

No. 2
35
Properties=species:S:1:pos:R:3:forces:R:3 method="wB97M-V/def2-TZVPD" de_lowest_kcal_mol=55.3 charge=+1 homo_lumo_gap_ha=0.355 max_force_ev_per_a=3.20
N 0.4142 1.3627 1.0785 -1.031 1.498 -1.125
C 0.2328 2.2532 -0.1161 -0.032 1.671 -1.151
C 1.6064 2.4033 -0.8982 -0.661 0.044 0.554
O 2.6336 1.8922 -0.0791 0.505 0.049 0.103
C -0.8870 1.6844 -1.0232 0.663 -0.301 -0.124
N -2.2065 1.7942 -0.4552 0.447 -1.233 1.194
C -3.1838 0.6887 -0.6645 -0.664 1.040 -1.021
C -3.1239 -0.6437 -0.0007 1.515 -2.795 -0.384
H -0.5239 1.0118 1.3021 0.292 -0.417 0.220
H 1.0465 0.6185 0.8205 -0.153 -0.498 0.585
H 0.7791 1.9129 1.8425 0.315 -0.181 0.384
H -0.0700 3.2697 0.2132 0.065 -0.784 0.223
H 1.4742 1.9126 -1.8564 0.357 -0.463 -0.178
H 1.8950 3.4464 -1.1467 -0.554 -0.528 0.483
H 2.8149 0.9576 -0.2042 0.087 -0.024 -0.472
H -0.8366 2.2115 -1.9883 0.285 -0.192 0.073
H -0.5949 0.6256 -1.1899 -0.475 0.340 -0.110
H -2.6185 2.6832 -0.7007 -0.175 -0.183 0.064
H -3.2466 0.4865 -1.7726 -0.559 0.352 0.936
H -4.0902 1.0899 -0.2040 -0.260 0.395 -0.949
H -3.9543 -1.3206 -0.2839 -0.586 1.208 0.512
H -2.4135 -1.3630 -0.4343 0.932 0.661 -0.046
H -2.9197 -0.7240 1.0613 -0.368 0.496 0.277
H 0.9700 -3.9672 2.3046 0.163 -0.159 0.135
H 1.0113 -3.0685 3.5562 0.061 -0.213 0.102
O 1.2591 -3.1077 2.6275 0.117 -0.681 0.620
H 1.2361 -1.8020 -2.4764 -0.134 -0.518 -0.455
H 2.2648 -3.0294 -2.5928 -0.440 -0.014 -0.307
O 2.0585 -2.1902 -2.1783 0.548 0.673 0.327
H 2.5908 -1.9528 -0.4785 -0.484 -0.663 -0.049
H 3.1721 -2.0395 0.9116 -0.144 -0.373 0.450
O 2.3893 -2.3044 0.4121 0.911 0.965 -0.390
H -0.3146 -1.8866 1.9844 0.208 -0.139 0.022
H 0.9632 -1.6815 1.1331 -0.292 -0.170 0.343
O 0.1719 -1.2238 1.4965 -0.460 1.135 -0.845

No. 3
9
Properties=species:S:1:pos:R:3:forces:R:3 method="wB97M-V/def2-TZVPD" de_lowest_kcal_mol=47.2 smiles=Fc1c[nH]cn1 homo_lumo_gap_ha=0.371 max_force_ev_per_a=5.98
F 2.5938 -0.4808 0.0204 -1.284 0.481 0.076
C 1.2952 -0.1671 0.0788 -1.986 3.311 -0.645
C 0.2065 -0.9679 -0.0006 -0.424 -2.230 -0.167
N -0.9824 -0.1919 0.0565 4.027 0.357 -0.683
C -0.5630 1.0876 -0.0123 0.291 1.776 0.630
N 0.7006 1.4748 0.0291 -0.307 -5.970 0.008
H 0.0997 -2.0939 -0.2334 0.543 2.135 0.801
H -1.9357 -0.4007 0.1142 -1.033 -0.908 -0.042
H -1.4148 1.7399 -0.0527 0.173 1.048 0.022

No. 4
106
Properties=species:S:1:pos:R:3:forces:R:3 method="wB97M-V/def2-TZVPD" de_lowest_kcal_mol=4.1 charge=+2 homo_lumo_gap_ha=0.260 max_force_ev_per_a=0.44
Ti -1.3082 -0.0179 0.1993 0.113 0.021 -0.376
C 0.1837 -4.0401 -1.4534 -0.005 -0.006 -0.011
C 0.1758 -2.6669 -0.8674 0.030 -0.011 -0.009
N -0.3753 -2.3588 0.2484 0.019 0.108 0.037
N -1.0101 -3.3794 0.9032 -0.015 -0.041 0.067
C -1.1547 -3.3815 2.2535 0.037 0.037 -0.077
N -1.9228 -4.3471 2.7402 0.001 -0.012 0.053
S -0.3632 -2.2806 3.2572 -0.096 -0.080 0.080
C 0.8429 -1.5284 -1.5334 -0.096 0.060 0.032
C 1.9314 -1.6899 -2.3690 0.075 -0.048 -0.003
C 2.5822 -0.5627 -2.8533 0.013 -0.027 -0.035
C 2.1104 0.6864 -2.5000 -0.057 0.064 -0.049
C 0.9962 0.7713 -1.6824 0.008 -0.027 -0.084
N 0.3775 -0.3104 -1.2048 -0.222 0.085 -0.011
H 0.5868 -4.7629 -0.7405 -0.004 0.014 -0.008
H 0.7536 -4.0885 -2.3752 0.017 -0.007 0.013
H -0.8373 -4.3459 -1.7028 -0.004 0.018 0.008
H -1.4886 -4.0723 0.3449 -0.050 -0.013 -0.018
H -2.4972 -4.9402 2.1615 -0.009 -0.001 -0.002
H -2.0260 -4.4090 3.7399 -0.022 -0.013 0.005
H 2.2923 -2.6779 -2.6147 -0.008 0.008 -0.014
H 3.4431 -0.6657 -3.5007 -0.001 -0.007 0.004
H 2.5720 1.5923 -2.8682 0.003 -0.011 0.003
H 0.5832 1.7275 -1.3914 -0.028 0.020 -0.013
C -2.0461 1.0621 3.2642 0.103 -0.007 0.026
O -1.9391 0.1356 2.1469 -0.336 -0.086 0.265
H -2.5169 1.9654 2.9067 0.044 -0.074 0.039
H -1.0553 1.2747 3.6596 0.028 -0.001 -0.004
H -2.6673 0.5887 4.0198 -0.025 -0.020 0.003
H -1.5789 -0.7098 2.5419 -0.024 0.087 -0.061
C -4.7910 -0.4112 -0.9488 0.005 0.027 0.017
C -4.0457 -1.4445 -0.1180 -0.033 0.055 0.082
O -2.6797 -1.1793 -0.0067 0.037 -0.039 -0.110
C -4.1773 -2.8466 -0.7666 0.083 -0.035 0.025
F -3.3306 -2.9509 -1.8050 0.012 0.030 0.006
F -3.8421 -3.8399 0.0918 0.059 0.015 0.022
F -5.3996 -3.0892 -1.2006 -0.079 -0.005 -0.040
C -4.6490 -1.4764 1.3115 0.058 0.022 -0.053
F -5.8421 -2.0629 1.3086 -0.033 -0.018 0.019
F -4.7930 -0.2328 1.7819 -0.025 -0.106 0.039
F -3.8562 -2.1379 2.1698 -0.024 0.012 0.020
H -4.4292 -0.4218 -1.9715 -0.011 -0.008 -0.024
H -4.6239 0.5776 -0.5273 0.001 -0.016 -0.026
H -5.8593 -0.6192 -0.9476 -0.013 0.003 0.005
C -4.0023 2.8207 1.2123 -0.009 0.001 -0.020
C -2.9573 3.6854 0.5047 -0.022 0.017 0.002
C -1.5725 3.6448 1.1445 0.008 0.018 -0.011
C -2.9905 3.4192 -0.9876 -0.005 0.027 0.002
C -3.6173 4.3800 -1.7675 -0.018 0.039 0.044
C -3.8090 4.1951 -3.1214 -0.013 0.022 -0.012
C -3.3576 3.0314 -3.6999 -0.007 0.015 0.026
C -2.6974 2.0219 -2.9901 0.017 -0.058 0.012
C -2.1994 0.9190 -3.9315 -0.003 -0.028 0.008
C -2.1839 -0.5358 -3.4741 0.051 -0.009 -0.033
C -0.8822 1.3632 -4.5772 -0.017 -0.060 -0.046
C -2.5229 2.2472 -1.6091 -0.135 0.012 0.072
O -1.9226 1.3192 -0.7391 0.313 -0.270 -0.152
H -4.0871 3.0924 2.2667 -0.038 0.009 -0.039
H -3.7651 1.7575 1.1473 0.001 0.080 0.023
H -4.9841 2.9660 0.7596 0.005 0.009 -0.002
H -3.2973 4.7167 0.6107 -0.001 0.025 -0.005
H -1.1476 2.6436 1.1880 -0.048 0.137 -0.007
H -1.6209 4.0298 2.1647 0.018 0.010 -0.006
H -0.8726 4.2708 0.5882 -0.003 -0.006 0.009
H -3.9776 5.2819 -1.2891 0.004 -0.005 0.001
H -4.3119 4.9445 -3.7175 0.009 -0.004 0.009
H -3.5086 2.8831 -4.7622 0.003 0.000 0.008
H -2.9250 0.9312 -4.7462 -0.023 0.012 -0.003
H -1.7386 -0.6972 -2.5000 0.094 0.013 0.153
H -1.6216 -1.1331 -4.1963 -0.019 0.015 0.014
H -3.1893 -0.9486 -3.4466 -0.008 -0.008 0.005
H -0.0834 1.4623 -3.8498 0.110 -0.003 0.126
H -1.0006 2.3339 -5.0584 -0.001 -0.012 -0.001
H -0.5673 0.6434 -5.3357 -0.006 0.017 0.017
C 6.5010 -2.4390 2.2702 -0.004 0.020 -0.009
C 5.3449 -2.7591 3.2130 0.003 -0.018 0.007
C 4.1343 -1.8470 3.0286 -0.037 0.044 -0.026
C 3.4292 -2.0709 1.6944 -0.016 0.036 0.018
N 2.2680 -1.1863 1.5264 0.110 0.126 -0.020
C 2.1971 0.0915 1.1908 0.103 -0.060 0.035
S 0.6937 0.9322 1.5093 0.158 0.033 -0.006
N 3.1725 0.8258 0.6711 -0.020 -0.102 0.027
C 4.5537 0.4903 0.2907 -0.059 -0.015 0.012
C 5.3007 1.7476 -0.1359 -0.003 0.020 -0.002
C 5.7884 2.6335 1.0109 0.017 0.000 0.004
C 4.6930 3.2591 1.8700 -0.009 -0.002 0.002
H 7.3596 -3.0772 2.4741 -0.011 -0.003 0.003
H 6.8300 -1.4038 2.3946 -0.006 -0.015 0.000
H 6.2372 -2.5880 1.2200 0.002 0.003 0.014
H 5.6872 -2.6701 4.2448 0.000 0.010 -0.004
H 5.0364 -3.8017 3.0897 0.005 0.007 -0.011
H 4.4424 -0.7983 3.1042 0.013 0.001 -0.003
H 3.4077 -2.0108 3.8289 0.017 -0.014 0.005
H 3.0358 -3.0889 1.6580 -0.020 0.005 -0.004
H 4.1026 -1.9696 0.8514 0.071 0.060 -0.078
H 1.4322 -1.5063 2.0152 -0.090 -0.052 -0.053
H 2.9088 1.7896 0.5293 0.002 0.011 0.009
H 4.5243 -0.2243 -0.5346 -0.014 -0.027 -0.012
H 5.0720 0.0246 1.1271 0.004 -0.053 0.059
H 4.6687 2.3252 -0.8227 0.002 0.003 0.010
H 6.1624 1.4259 -0.7228 0.004 -0.007 0.003
H 6.4013 3.4262 0.5791 -0.012 0.008 -0.003
H 6.4617 2.0476 1.6438 -0.011 0.006 -0.003
H 3.9664 3.8038 1.2580 0.012 -0.005 0.003
H 5.1197 3.9776 2.5686 0.000 -0.008 -0.003
H 4.1549 2.5179 2.4649 0.005 0.010 -0.011

No. 5
12
Properties=species:S:1:pos:R:3:forces:R:3 method="wB97M-V/def2-TZVPD" de_lowest_kcal_mol=27.5 s_squared=2.01 homo_lumo_gap_ha="0.356 / 0.252" multiplicity=3 max_force_ev_per_a=4.61
C -0.4792 -0.5548 -0.3543 2.074 -1.157 -1.035
C 0.8190 0.0029 -1.0475 -3.595 -1.971 -2.106
C -0.9576 -0.4139 1.0887 0.664 2.161 -2.962
N -1.3458 -0.9879 -1.3592 -3.073 1.948 -1.758
O -0.5953 -1.9053 -0.8603 1.279 -3.012 1.283
Cl -0.1655 -0.1857 -4.3824 -0.071 -0.015 -0.040
H 1.5602 0.0237 -0.3917 3.451 0.614 2.877
H 0.4753 0.9478 -1.3762 0.480 1.304 -0.659
H 1.1695 -0.6807 -1.9357 -1.154 1.373 1.753
H -1.6688 -1.1826 1.2617 -0.172 -0.738 0.692
H -1.4569 0.5599 1.0664 -0.145 -0.044 0.562
H -0.0390 -0.3019 1.6130 0.261 -0.463 1.393

No. 6
94
Properties=species:S:1:pos:R:3:forces:R:3 method="wB97M-V/def2-TZVPD" de_lowest_kcal_mol=33.3 homo_lumo_gap_ha=0.224 max_force_ev_per_a=2.32
Rb 0.1242 -0.1175 -0.2193 -0.955 -0.140 1.549
Br 2.2364 1.1466 1.8551 0.131 0.210 0.440
C 0.9999 1.2760 3.3378 0.191 -0.064 -0.182
Br -0.7893 0.7490 2.8399 -0.146 0.060 0.311
H 0.9635 2.3049 3.6683 -0.012 0.021 -0.047
H 1.3340 0.6105 4.1219 0.001 -0.021 -0.012
C -0.5598 -2.7059 0.2484 -0.118 -0.725 0.212
C -1.5770 -3.8268 0.0953 -0.009 0.088 0.074
C -3.0019 -3.2711 0.0165 0.034 0.148 -0.066
Sb -3.2067 -1.4079 -1.1265 -0.266 -0.502 -0.179
C -5.1178 -1.9876 -1.9207 0.180 0.163 0.068
C -5.4127 -1.8185 -3.2695 0.042 -0.005 0.034
C -6.6570 -2.1822 -3.7654 -0.008 0.020 -0.050
C -7.6174 -2.7113 -2.9160 -0.027 -0.025 0.000
C -7.3352 -2.8701 -1.5669 -0.026 -0.008 0.032
C -6.0916 -2.5051 -1.0711 0.028 0.022 -0.023
C -2.0211 -2.0508 -2.8007 -0.121 0.140 0.158
C -1.1760 -1.1417 -3.4339 -0.065 0.003 0.062
C -0.2885 -1.5711 -4.4122 0.074 0.003 -0.099
C -0.2404 -2.9121 -4.7629 -0.017 0.066 -0.015
C -1.1055 -3.8184 -4.1633 -0.014 -0.051 0.008
C -1.9953 -3.3877 -3.1914 -0.022 -0.023 -0.017
Sb 1.3854 -3.2549 1.0637 -0.245 -0.328 -0.016
C 0.4361 -4.2325 2.7379 0.263 0.048 -0.234
C -0.4995 -3.4876 3.4526 -0.025 -0.006 0.003
C -1.1690 -4.0403 4.5343 -0.001 0.009 0.008
C -0.9017 -5.3469 4.9198 -0.031 0.011 0.017
C 0.0531 -6.0838 4.2367 0.027 -0.064 0.019
C 0.7257 -5.5270 3.1560 0.037 0.043 -0.021
C 1.5141 -4.8046 -0.4233 0.004 0.100 0.291
C 0.9201 -6.0580 -0.3226 0.026 -0.026 0.001
C 0.9008 -6.9110 -1.4180 -0.032 -0.040 0.025
C 1.4721 -6.5175 -2.6198 0.010 0.011 -0.019
C 2.0712 -5.2708 -2.7241 -0.005 -0.014 -0.066
C 2.0940 -4.4191 -1.6291 0.050 -0.002 0.046
H -0.9659 -1.9297 0.9018 -0.110 -0.296 0.088
H -0.3532 -2.2735 -0.7326 -0.217 -0.611 0.043
H -1.5169 -4.5184 0.9409 -0.006 -0.051 -0.046
H -1.3392 -4.3943 -0.8033 0.010 -0.042 0.006
H -3.3476 -3.0199 1.0236 -0.036 -0.022 -0.013
H -3.6906 -4.0084 -0.3979 -0.055 0.046 -0.005
H -4.6628 -1.4089 -3.9372 -0.027 -0.026 -0.041
H -6.8775 -2.0503 -4.8173 0.008 -0.009 0.003
H -8.5853 -3.0011 -3.3044 -0.001 0.014 0.000
H -8.0846 -3.2765 -0.8990 0.003 -0.002 -0.007
H -5.8809 -2.6280 -0.0139 -0.037 -0.034 0.002
H -1.2131 -0.0851 -3.1817 0.075 -0.012 0.026
H 0.3636 -0.8553 -4.8971 0.003 0.022 0.050
H 0.4631 -3.2483 -5.5142 -0.012 -0.006 -0.005
H -1.0813 -4.8630 -4.4484 -0.002 0.001 0.001
H -2.6805 -4.0941 -2.7357 0.036 -0.035 -0.008
H -0.7160 -2.4620 3.1700 -0.030 -0.010 -0.009
H -1.8989 -3.4497 5.0740 -0.001 -0.015 0.005
H -1.4333 -5.7859 5.7541 0.018 0.002 0.007
H 0.2770 -7.0972 4.5457 0.003 0.007 -0.003
H 1.4841 -6.1066 2.6419 -0.034 -0.039 0.012
H 0.4605 -6.3719 0.6069 -0.050 0.000 -0.044
H 0.4265 -7.8813 -1.3354 0.022 -0.002 0.005
H 1.4498 -7.1823 -3.4741 0.005 0.002 0.006
H 2.5162 -4.9571 -3.6600 0.006 -0.001 0.008
H 2.5690 -3.4467 -1.7205 -0.022 -0.002 -0.037
C 6.6901 5.7731 -3.6193 0.044 0.020 0.058
O 6.1030 5.7892 -4.9027 -0.032 0.005 -0.060
C 4.7407 5.7881 -4.9664 -0.081 0.024 0.111
C 3.9044 5.8703 -3.8570 0.131 -0.032 0.008
C 2.5314 5.8217 -4.0243 -0.324 -0.084 -0.197
C 1.9615 5.6886 -5.2914 0.475 -0.366 0.372
C 2.8071 5.6822 -6.3971 -0.140 -0.099 -0.008
C 4.1789 5.7130 -6.2357 0.082 -0.022 -0.103
N 0.5513 5.7343 -5.4799 -0.687 0.086 0.238
N -0.2611 5.0084 -4.8652 -0.050 0.322 -0.601
C 0.1117 3.8530 -4.1523 0.780 -0.253 0.117
C 1.0161 2.9126 -4.6367 -0.312 0.492 -0.059
C 1.4124 1.8233 -3.8882 -0.055 -0.202 0.242
C 0.9975 1.6300 -2.5496 0.412 0.259 -0.526
O 1.4929 0.7238 -1.8123 1.359 0.912 -1.642
C -0.0361 2.5500 -2.0717 -0.004 0.211 -0.324
N -0.5232 2.3591 -0.8213 -0.269 0.692 0.012
C -1.4412 3.1763 -0.3577 0.110 -0.166 -0.010
C -1.9560 4.2552 -1.0927 -0.015 0.106 -0.147
C -1.4683 4.4847 -2.3498 -0.094 0.002 0.118
C -0.4854 3.6255 -2.8888 0.172 -0.031 0.075
H 7.7637 5.7121 -3.7780 -0.010 -0.003 0.003
H 6.3599 4.9068 -3.0386 0.002 0.002 -0.021
H 6.4638 6.6857 -3.0596 -0.013 -0.005 -0.023
H 4.3022 5.9517 -2.8554 0.020 0.035 -0.028
H 1.8916 5.8931 -3.1546 -0.052 -0.076 0.012
H 2.3750 5.6168 -7.3879 0.007 0.033 -0.008
H 4.8415 5.6734 -7.0908 -0.019 0.006 0.000
H 1.3997 3.0366 -5.6418 0.104 0.057 0.010
H 2.1258 1.1119 -4.2872 0.006 0.025 0.007
H -1.7964 2.9751 0.6492 -0.035 0.037 -0.003
H -2.7192 4.8888 -0.6609 0.003 0.007 -0.003
H -1.8198 5.3106 -2.9545 -0.017 0.005 0.025